Molecular formula: CH19O9Pd
Method: DFT, ωB97M-V/def2-TZVPD

Each line ends with the Löwdin charge.
Atoms and positions in Å:
1 Pd 18.53928 9.28173 -33.66883  0.892
2 C 18.78074 12.42803 -34.65373  -0.141
3 O 19.33400 11.26433 -34.16156  -0.142
4 H 18.42461 12.32815 -35.68813  0.081
5 H 17.85129 12.63512 -34.09994  0.111
6 H 19.43567 13.29692 -34.56555  0.105
7 O 14.73174 12.41914 -34.65386  -0.033
8 H 15.67204 12.52454 -34.83147  -0.016
9 H 14.41462 11.82504 -35.35080  0.064
10 O 21.00234 16.12087 -34.86489  -0.062
11 H 21.01906 17.08546 -34.82976  0.046
12 H 20.37691 15.92044 -35.56836  0.018
13 O 16.40899 11.68393 -37.30736  -0.045
14 H 16.20216 12.55079 -36.93053  -0.016
15 H 17.00551 11.86747 -38.04353  0.051
16 O 20.07632 10.41435 -37.41591  -0.033
17 H 19.84406 11.09396 -36.78033  -0.013
18 H 19.52313 10.59599 -38.18534  0.044
19 O 19.82358 12.23661 -31.26099  -0.037
20 H 19.63250 12.26455 -32.19874  -0.026
21 H 19.95236 13.16077 -31.00830  0.058
22 O 16.48212 10.04149 -33.21996  -0.085
23 H 15.89950 10.72139 -33.60072  0.048
24 H 15.90928 9.51985 -32.63899  0.090
25 O 22.37037 10.98259 -33.69974  -0.047
26 H 21.56213 11.27510 -34.12428  -0.018
27 H 22.39908 11.46821 -32.86471  0.042
28 O 16.40817 14.42776 -36.32594  -0.032
29 H 16.58326 15.24855 -35.84517  0.077
30 H 17.27758 14.04386 -36.48978  0.021

## Properties
* ΔE to the lowest compared entry with this formula, charge and spin: 0.548 eV
* ⟨S²⟩: 2.008
* LUMO level (alpha / beta): -4.81 / -7.60 eV
* net charge: +1
* 2S+1: 3
* gap between HOMO and LUMO (alpha / beta): 9.264 / 6.465 eV